(1)
Formula: C60H77N2O24P2
Source: the OMol25 dataset
Level of theory: the ωB97M-V functional and the def2-TZVPD basis

Computed properties:
Highest occupied orbital energy: -9.3 eV
E_LUMO: -2.288 eV
Total charge: +1
Max |F|: 3.73 eV/A
Gap between HOMO and LUMO: 0.2562 Eh

Atoms and positions in Å:
O (5.322, 3.797, -3.036)
C (1.083, -0.977, -6.617)
C (3.927, -2.972, -0.725)
P (-1.850, -3.557, 4.395)
H (6.428, -1.357, 2.532)
O (-1.590, -0.739, -4.218)
N (-0.009, 0.229, 0.480)
C (-2.990, -2.802, -1.733)
C (3.272, -1.379, 5.001)
H (3.699, 0.440, -0.686)
C (4.915, -0.735, 0.626)
H (1.093, -2.798, 3.191)
H (1.246, -4.335, -1.590)
H (0.442, -2.560, 6.429)
C (2.013, -1.339, 5.535)
O (-1.944, -4.026, 2.767)
C (1.501, -2.565, 2.207)
H (-2.704, -0.544, 5.210)
C (1.061, -8.117, -1.091)
H (0.686, 0.095, -2.064)
C (-1.740, -1.045, 5.301)
O (-0.915, -4.351, 5.213)
C (3.973, -2.565, 4.894)
H (-4.240, 4.579, 0.135)
C (5.910, 2.991, -0.879)
O (-0.246, -9.806, 0.031)
C (1.299, 6.613, -0.698)
H (5.266, -4.101, 0.396)
H (1.474, -0.406, 5.477)
C (-2.179, 5.619, 1.726)
O (1.627, 9.280, -3.153)
H (-3.706, 6.219, 4.736)
C (1.448, -6.791, -1.299)
C (-4.374, 1.801, -1.679)
C (-2.628, -3.237, 1.769)
O (-1.567, -1.975, 4.178)
O (3.771, -0.182, 4.607)
C (-1.325, 0.449, -6.269)
H (4.291, 2.358, 2.662)
H (-4.400, 6.179, -4.657)
H (1.391, 6.390, 0.355)
H (0.378, 1.969, 1.679)
P (-3.400, 4.066, -2.446)
H (2.947, 4.024, -2.032)
C (1.063, -0.057, 2.427)
C (-2.307, 4.616, 4.280)
C (3.941, -0.563, -0.366)
H (0.234, 1.742, -2.441)
C (0.488, 1.071, -1.621)
H (-4.222, 0.838, -2.167)
H (2.400, -2.297, -2.483)
C (0.820, -5.835, -0.539)
H (-5.106, 4.600, -4.590)
C (-0.439, -7.442, 0.710)
C (-0.596, 0.532, -7.445)
C (-1.428, 4.514, 2.014)
C (-2.873, -5.533, -2.482)
O (-3.081, 4.818, -3.851)
O (-0.666, -2.594, -2.191)
H (-1.164, 1.043, -8.209)
H (2.304, 8.590, -0.737)
H (-5.132, 6.112, -0.157)
C (4.172, 2.844, 0.777)
C (-3.001, 6.252, 2.705)
C (2.182, -3.739, 5.868)
H (2.164, -6.436, -2.026)
H (4.579, -0.046, 4.108)
H (4.519, 3.915, -3.548)
C (0.412, -1.089, -5.434)
H (5.356, 0.114, 1.128)
O (-5.272, -5.621, -2.155)
O (-3.792, 7.361, 2.472)
C (0.092, -8.477, -0.118)
C (-4.156, -3.575, -1.718)
H (-1.169, -1.304, -3.566)
H (-4.959, -4.363, 4.044)
H (0.352, -1.866, -0.180)
H (2.179, 3.404, 0.009)
H (-0.508, -10.135, 0.894)
H (-0.830, -5.231, -2.841)
C (0.611, -0.042, -7.630)
H (6.171, 2.286, 1.185)
O (3.653, 2.504, 1.960)
H (-0.932, -0.319, 5.213)
H (2.049, -1.416, -6.816)
C (-0.101, -6.148, 0.433)
C (0.552, 5.751, -1.468)
H (-5.985, 4.585, -0.302)
H (-1.622, -1.411, 6.321)
C (3.696, 3.739, -1.308)
H (3.872, -4.754, 5.098)
H (0.736, -4.832, 6.204)
H (2.587, -2.476, 2.165)
C (-5.019, 5.068, -0.449)
H (4.889, -2.498, 4.325)
H (-1.410, 0.276, -1.090)
C (0.140, 6.067, -2.763)
H (-2.970, -1.794, -1.345)
O (-4.693, 4.923, -1.925)
C (4.987, 3.530, -1.763)
O (-3.365, -3.427, 4.890)
C (5.354, -1.997, 1.029)
C (-4.161, 5.120, -4.750)
H (-3.872, -5.600, 4.414)
O (-4.050, 2.613, -2.799)
H (-3.501, -2.753, 2.204)
C (3.437, -3.788, 5.311)
C (-4.081, -4.931, -2.056)
H (-2.800, -3.953, 0.965)
C (-1.410, 4.062, 3.353)
O (6.320, -2.160, 2.017)
H (1.552, 9.975, -2.495)
H (-2.035, 6.061, 0.751)
H (-0.693, 5.482, -3.124)
C (0.389, -1.102, 0.583)
C (1.428, -2.540, 5.987)
H (0.113, 7.580, -4.325)
H (1.316, 1.535, -1.084)
C (-0.613, 0.890, -0.669)
H (-4.713, -4.750, 5.788)
O (-2.274, 4.118, -1.471)
C (1.724, 7.847, -1.263)
C (1.301, 8.088, -2.591)
H (-3.000, -6.560, -2.790)
C (3.482, -1.694, -1.072)
O (-0.564, 3.104, 3.833)
C (4.881, -3.096, 0.304)
H (-2.243, 4.326, 5.318)
H (1.196, -3.268, 1.433)
O (1.690, -4.925, 6.252)
H (-5.068, -3.284, -1.219)
O (1.281, 0.132, -8.745)
H (0.132, -2.910, -2.621)
H (-1.050, 1.858, -0.427)
H (-5.424, 1.868, -1.396)
C (0.496, 7.253, -3.370)
C (-0.784, -0.415, -5.264)
H (3.636, -3.797, -1.358)
H (-3.975, 4.898, -5.801)
C (0.501, 0.898, 1.612)
H (0.790, -1.586, -4.552)
H (-0.592, 2.766, 4.731)
H (-1.198, -7.729, 1.422)
C (-1.734, -4.739, -2.513)
H (0.826, 0.543, -9.483)
H (-5.201, -6.463, -2.611)
H (-0.559, -5.372, 1.029)
O (2.674, -1.448, -2.129)
H (1.480, -8.946, -1.641)
N (1.048, -1.277, 1.729)
O (0.170, 4.601, -0.875)
H (-1.947, -2.477, 1.385)
O (1.165, -4.530, -0.653)
H (-4.532, 7.469, 3.075)
C (-3.080, 5.770, 3.979)
C (-1.765, -3.397, -2.142)
H (-3.796, 1.699, -0.760)
H (6.906, 2.753, -1.220)
H (-0.644, 4.163, 1.360)
H (-0.676, 4.299, -1.213)
H (-2.350, 0.736, -6.087)
C (-4.240, -4.654, 4.810)
C (3.254, 3.343, -0.083)
H (1.533, 0.040, 3.395)
C (5.495, 2.635, 0.418)

***

(2)
Formula: C60H82Br2CaN4O4
Source: the OMol25 dataset
Level of theory: the ωB97M-V functional and the def2-TZVPD basis

Computed properties:
Highest occupied orbital energy: -2.1 eV
E_LUMO: 3.883 eV
Relative energy (zero: lowest compared OMol25 entry of this formula, charge and spin): 5.5 kcal/mol
Total charge: -2
Max |F|: 2.31 eV/A
Gap between HOMO and LUMO: 0.2202 Eh

Atoms and positions in Å:
H (0.042, -5.332, -4.631)
N (-0.780, 2.764, -1.790)
O (-1.959, 2.152, 1.000)
C (-3.440, -4.534, 1.892)
C (-8.035, -0.695, 2.564)
C (2.170, -1.955, 1.944)
C (2.334, 1.387, 3.233)
C (4.152, 6.481, -0.275)
C (-6.805, -2.017, 4.256)
C (2.324, 2.585, -1.206)
O (1.783, 1.423, -1.338)
H (4.150, 7.309, -2.284)
C (4.633, 1.541, -1.549)
H (3.240, 0.723, -2.997)
C (-2.163, 3.277, -1.785)
H (-3.068, 2.150, -3.386)
H (-1.082, -2.284, 3.054)
H (3.694, -5.263, -3.831)
H (2.666, -2.104, 2.910)
C (-0.842, 2.309, 4.981)
H (-2.433, -2.975, 3.965)
C (0.514, -0.763, -3.044)
H (-0.292, 4.767, -1.339)
H (-2.115, -3.601, -0.295)
H (-5.189, 1.036, -1.072)
H (2.181, -5.354, 1.375)
H (4.203, -4.199, 0.312)
C (-1.581, -3.512, 0.659)
H (1.228, -6.550, -5.138)
H (3.906, 6.144, 1.858)
H (-1.040, -4.449, 0.832)
H (4.174, 8.541, -0.999)
H (-6.926, -2.951, 3.697)
C (0.014, 3.765, -1.016)
C (0.907, -6.807, -2.484)
H (-1.169, -4.041, 3.310)
H (-3.824, 0.118, -3.405)
H (-5.913, -2.107, 4.884)
H (-2.220, 4.212, -2.367)
C (4.287, 1.019, -2.955)
C (-2.491, 2.654, 3.268)
H (0.807, 2.499, -3.100)
C (1.899, -4.257, -1.122)
C (1.540, 3.766, -1.041)
H (-5.526, 0.432, 4.660)
C (1.106, -5.586, -4.633)
H (-1.748, -1.653, -2.207)
H (3.585, -6.144, -2.303)
H (-1.733, 1.242, -4.177)
H (1.109, -1.767, 2.112)
N (-3.169, 1.017, -1.614)
C (-0.295, 1.850, 2.663)
H (-7.671, -1.896, 4.916)
C (3.749, 2.752, -1.222)
C (-3.450, -2.027, 1.620)
H (1.032, -7.759, -3.015)
C (-2.560, -3.273, 1.808)
H (-4.711, -2.715, 3.181)
C (-1.763, -3.138, 3.115)
H (2.556, 7.006, 1.121)
C (-1.650, 2.204, 2.228)
H (4.707, 0.743, 0.479)
C (5.678, 6.416, -0.214)
C (4.425, 0.406, -0.527)
H (-0.872, -2.700, 0.562)
H (6.351, 2.682, -2.275)
C (0.949, -3.208, -3.006)
C (-6.507, 0.448, 4.178)
H (1.338, -0.080, -2.827)
H (4.465, 1.800, -3.703)
C (-3.165, -0.957, 0.714)
H (-4.096, -4.595, 1.019)
H (2.678, 7.661, -1.370)
C (1.473, -4.366, -2.445)
H (4.313, -2.431, 0.333)
C (3.935, -3.302, 0.879)
H (6.107, 6.176, -1.192)
H (-0.570, 3.319, -3.840)
C (6.120, 1.896, -1.546)
C (-0.277, 2.513, -3.148)
C (-3.265, -0.149, -2.499)
H (-0.318, 3.658, 0.019)
H (0.836, -4.376, 1.981)
C (0.118, 1.921, 4.014)
H (4.439, -3.346, 1.854)
C (-1.923, -0.824, -2.889)
H (4.084, 7.861, 1.418)
C (2.156, 4.981, -0.763)
H (0.550, -1.015, -4.111)
C (-2.104, 2.688, 4.612)
H (-4.183, 2.776, -2.217)
C (0.784, -2.040, -2.275)
C (3.143, -6.045, -3.299)
H (2.375, -4.411, 2.860)
Br (-4.198, 3.340, 2.775)
H (3.386, 1.190, 3.412)
C (-5.350, -0.023, 1.311)
C (-5.537, -0.941, 2.341)
H (5.053, -0.457, -0.785)
C (1.921, -4.410, 1.862)
H (-2.026, -1.241, -3.903)
H (-3.853, -0.914, -1.988)
O (0.763, -0.922, -0.203)
H (-7.281, 0.516, 4.955)
C (1.836, 1.354, 1.918)
C (-6.703, -0.812, 3.319)
C (1.754, -3.125, -0.327)
N (-0.729, 0.029, -2.797)
H (-8.192, -1.569, 1.925)
H (-2.417, 3.510, -0.750)
C (3.539, 5.133, -0.667)
H (4.908, 0.149, -3.204)
H (2.481, 1.149, 1.066)
H (-2.808, 3.018, 5.362)
H (-4.066, -4.559, 2.789)
N (0.566, 1.547, 1.649)
H (6.456, 2.231, -0.558)
C (-3.198, 2.301, -2.320)
C (1.083, -1.978, -0.875)
H (0.672, -3.184, -4.057)
Ca (-0.594, 0.663, -0.454)
C (-4.578, -1.942, 2.433)
H (-0.161, -6.577, -2.424)
H (-6.091, 0.759, 1.136)
H (-4.117, 2.013, -0.070)
H (3.380, 0.088, -0.516)
H (3.280, -6.996, -3.831)
H (1.276, -6.932, -1.462)
C (4.303, 3.994, -0.928)
H (6.014, 5.659, 0.502)
H (-6.554, 1.351, 3.562)
C (-0.741, 1.163, -3.746)
C (2.412, -3.186, 1.071)
H (1.638, -4.828, -5.218)
H (5.383, 4.084, -0.913)
C (3.644, 6.902, 1.114)
C (3.764, 7.565, -1.292)
H (1.509, 5.846, -0.609)
H (-8.871, -0.621, 3.271)
H (-2.800, -5.424, 1.908)
Br (-0.377, 2.372, 6.837)
H (6.076, 7.386, 0.104)
C (1.654, -5.677, -3.209)
H (6.698, 1.005, -1.813)
C (-4.204, 1.048, -0.574)
H (2.580, -1.066, 1.470)
H (-0.079, 0.947, -4.591)
H (2.389, -5.122, -0.679)
O (-2.020, -0.793, 0.117)
H (1.843, 1.661, 5.289)
C (1.483, 1.645, 4.270)
H (-8.053, 0.195, 1.930)
C (-4.232, -0.033, 0.493)

***

(3)
Formula: C60H83IN11O2PSi
Source: the OMol25 dataset
Level of theory: the ωB97M-V functional and the def2-TZVPD basis

Computed properties:
Highest occupied orbital energy: -8.0 eV
SMILES: C[Si](C)(CCCCCCCC[C@@]1(I)COC(=O)[C@H]1[PH2]=N)c1ccccc1.c1cc[nH]c1.c1cc[nH]c1.c1cc[nH]c1.c1cc[nH]c1.c1cc[nH]c1.c1cc[nH]c1.c1cc[nH]c1.c1cc[nH]c1.c1cc[nH]c1.c1cc[nH]c1
E_LUMO: -0.997 eV
Relative energy (zero: lowest compared OMol25 entry of this formula, charge and spin): 324.1 kcal/mol
Total charge: 0
Max |F|: 9.94 eV/A
Gap between HOMO and LUMO: 0.2556 Eh

Atoms and positions in Å:
C (-3.600, -0.874, 2.841)
H (-2.250, 1.980, 1.325)
C (3.274, -1.218, 2.693)
C (-1.618, 0.350, -3.173)
C (-0.406, 5.041, 6.785)
C (-1.674, -5.895, -12.406)
H (8.339, 0.424, -4.414)
H (0.235, 1.620, 9.153)
C (6.202, 0.967, 9.332)
H (5.483, 1.451, 6.131)
H (-9.519, -1.895, -4.588)
H (-1.479, -0.225, 2.343)
C (-1.664, -2.598, 2.147)
H (-2.035, -3.053, 3.174)
H (-5.775, -0.207, 2.713)
C (7.440, -0.054, -1.848)
H (-0.900, 0.473, -11.289)
C (8.664, 0.471, -2.198)
H (-0.986, -3.894, -10.008)
H (-6.280, -0.166, -2.528)
C (2.096, 3.092, -1.821)
N (-1.982, 0.591, -4.472)
H (0.208, -3.809, 1.448)
C (-5.740, 2.432, 2.026)
C (-1.471, 1.485, 7.781)
C (-8.754, -1.707, -3.845)
H (1.765, 3.584, -2.843)
H (9.340, 2.603, -2.308)
C (0.912, 2.407, -0.899)
C (3.641, 3.049, -1.259)
C (-3.744, 3.642, 1.327)
H (-8.689, -6.709, 1.941)
H (4.462, 3.579, -1.932)
C (-9.024, -4.516, 1.634)
C (2.901, 1.585, 1.089)
H (2.690, -1.558, 3.663)
N (-1.002, -4.614, -10.718)
C (1.454, 4.516, 7.936)
O (-2.981, 4.542, 0.669)
H (0.412, -1.258, 0.399)
H (-0.637, 6.927, 7.730)
C (0.000, -5.521, -10.950)
H (0.591, 3.124, 6.410)
H (6.789, 3.116, -1.505)
H (9.824, 2.140, -5.490)
H (-10.025, -4.346, 2.010)
H (-0.229, 2.398, -1.238)
H (5.404, 2.333, 3.209)
C (5.342, 1.170, 3.026)
H (2.872, -1.326, 0.395)
C (5.586, 1.363, 7.204)
I (-4.889, 1.363, -0.699)
N (8.735, 0.307, -5.337)
H (-6.805, 2.122, 1.619)
C (2.519, 1.324, 4.299)
H (0.654, -0.658, 2.254)
C (-0.390, -6.327, -11.996)
C (-0.047, -2.816, 2.056)
H (2.325, 3.993, 8.309)
H (-2.715, -1.466, 8.360)
H (2.444, 2.500, 4.356)
H (7.093, -1.077, -1.791)
H (-3.370, -0.319, 3.869)
H (2.663, -2.956, 1.323)
C (4.076, 2.310, 0.163)
H (10.500, 1.178, -7.946)
H (4.345, -1.701, 2.665)
C (4.982, 1.605, 9.344)
H (7.491, 0.352, 7.606)
H (-0.536, -0.879, 9.883)
H (1.423, 6.443, 9.084)
C (-8.513, -2.451, -2.666)
N (-2.479, 4.087, 4.043)
H (-1.517, 2.412, 7.225)
C (-2.855, -1.485, -9.493)
H (-3.151, 0.532, 6.901)
H (-2.522, -0.937, 0.824)
C (-7.092, -5.505, 1.041)
H (5.642, 0.898, -1.242)
N (-7.017, -4.169, 0.744)
C (-4.829, -0.214, 1.985)
C (-7.448, -1.864, -2.020)
H (-3.467, -2.317, -9.171)
H (-6.262, -6.166, 0.831)
C (-4.608, 1.333, 1.505)
H (-3.942, -1.969, 3.158)
C (-2.106, -0.572, 8.383)
H (9.281, -1.238, -8.165)
H (-7.665, 0.099, -4.607)
C (2.439, -1.790, 1.404)
H (0.188, -7.139, -12.418)
C (-0.398, -0.288, -3.185)
C (-7.829, -0.688, -3.883)
C (8.562, 1.879, -2.102)
H (0.340, -3.032, 3.160)
H (4.344, 1.908, 10.163)
C (9.237, -0.562, -7.321)
H (3.124, 0.919, 5.247)
H (5.753, 0.633, 3.985)
H (-1.649, 1.742, 4.070)
N (4.618, 1.846, 8.045)
C (-8.193, -3.559, 1.098)
H (-6.219, -3.706, 0.328)
C (1.355, 1.678, 0.540)
N (-7.042, -0.788, -2.765)
C (8.545, -0.779, -6.150)
H (6.757, 0.645, 10.204)
C (6.585, 0.814, 7.977)
H (0.157, -0.610, -2.313)
N (-2.665, -0.399, -8.680)
H (-6.947, -2.118, -1.095)
H (-3.061, -0.282, -7.757)
H (-8.336, -2.498, 0.939)
H (0.891, -0.903, -4.911)
H (7.933, -1.611, -5.828)
H (-2.119, -1.944, -11.508)
H (0.475, 1.218, 1.159)
H (-1.576, 1.434, -8.833)
H (-5.102, -0.950, 1.117)
H (-2.921, -4.227, -11.573)
C (-1.002, -0.246, 9.139)
C (1.023, 5.757, 8.349)
P (-2.841, 2.521, 3.736)
H (-5.740, 2.231, 3.202)
C (-1.014, 0.108, -5.313)
H (5.204, 2.326, 0.490)
C (9.548, 1.211, -5.971)
H (9.535, -0.099, -2.493)
H (-2.153, -3.268, 1.293)
N (-0.107, 6.070, 7.638)
H (-2.275, -6.310, -13.204)
C (-8.328, -5.748, 1.598)
C (7.279, 2.171, -1.696)
H (-1.270, 5.092, 6.136)
C (-1.528, -0.008, -10.550)
C (0.811, -1.549, 1.474)
H (-2.256, 0.653, -2.354)
C (-0.015, -0.441, -4.540)
H (-2.834, 1.053, -4.765)
C (0.550, 4.063, 6.946)
C (-2.029, -4.838, -11.597)
H (5.961, 0.919, 2.054)
O (-5.208, 3.774, 1.627)
Si (3.493, 0.718, 2.704)
H (3.766, 2.308, 7.752)
H (-9.057, -3.323, -2.325)
C (-2.163, -1.268, -10.664)
N (-2.387, 0.490, 7.564)
C (-0.600, 1.056, 8.758)
C (-1.852, 0.505, -9.314)
H (1.443, 0.811, 4.349)
H (-1.481, 4.072, 4.402)
C (-2.194, -1.065, 1.955)
C (9.872, 0.698, -7.207)
H (-3.950, 2.104, 4.584)
H (0.903, -5.513, -10.354)
N (6.605, 0.988, -1.539)
C (-3.253, 2.157, 1.908)
H (-1.117, 0.196, -6.386)